(1)
54
Properties=species:S:1:pos:R:3:nbo_charge:R:1 method="wB97M-V/def2-TZVPD" lumo_energy_ha="0.0625 / 0.0632" gap_ev="7.6 / 7.1" molar_mass_g_mol=736.58 e_above_lowest_ev=0.000 s2=0.758 charge=-1 fmax_ev_per_a=0.96 multiplicity=2
Cr 0.456 0.520 -0.375 1.1892
O -1.396 -0.036 -0.136 -0.5445
C -1.973 -1.123 -0.122 0.4436
C -1.353 -2.398 -0.240 -0.3412
C -2.174 -3.530 -0.238 -0.0355
C -1.623 -4.772 -0.303 -0.0968
C -0.218 -4.942 -0.361 -0.1389
C 0.602 -3.860 -0.358 -0.2899
C 0.078 -2.520 -0.297 0.4707
O 0.859 -1.528 -0.307 -0.6498
N -2.498 -5.940 -0.308 0.5382
O -1.976 -7.040 -0.348 -0.4056
O -3.703 -5.760 -0.259 -0.4078
H -3.066 -1.103 -0.004 0.1520
H -3.251 -3.426 -0.179 0.2329
H 0.181 -5.946 -0.398 0.2404
H 1.680 -3.966 -0.385 0.2295
N 0.273 0.034 -2.498 -0.7836
C 1.347 0.553 -3.372 -0.2048
C 2.686 -0.029 -2.959 -0.5286
C 3.203 0.562 -1.658 0.8040
O 4.388 0.794 -1.513 -0.6437
O 2.292 0.797 -0.763 -0.7058
H 0.299 -0.981 -2.524 0.3801
H -0.631 0.327 -2.850 0.3967
H 1.357 1.638 -3.272 0.2095
H 1.134 0.314 -4.417 0.1804
H 3.436 0.135 -3.731 0.2294
H 2.582 -1.112 -2.817 0.2149
Cl 2.078 3.280 0.770 0.0421
C 0.608 3.606 -0.099 0.0542
C -0.124 2.559 -0.691 -0.3755
C -1.267 3.000 -1.376 0.0576
Cl -2.336 1.899 -2.262 -0.0491
C -1.683 4.339 -1.448 -0.1331
Cl -3.111 4.812 -2.310 0.0199
C -0.941 5.319 -0.812 -0.0884
Cl -1.445 6.972 -0.862 0.0298
C 0.213 4.950 -0.134 -0.1213
Cl 1.122 6.189 0.668 0.0279
C 1.504 1.201 3.644 -0.6304
C 0.381 0.582 2.804 0.1132
O 0.649 0.733 1.495 -0.7127
C 0.281 -0.916 3.173 0.9582
F -0.043 -1.107 4.469 -0.3344
F 1.454 -1.523 2.967 -0.3185
F -0.633 -1.588 2.453 -0.3290
C -0.943 1.306 3.180 0.9516
F -1.139 1.382 4.513 -0.3361
F -2.036 0.716 2.665 -0.3285
F -0.921 2.560 2.720 -0.3187
H 2.447 0.829 3.251 0.2379
H 1.413 0.956 4.701 0.2141
H 1.481 2.282 3.516 0.2344

=====

(2)
39
Properties=species:S:1:pos:R:3:nbo_charge:R:1 method="wB97M-V/def2-TZVPD" lumo_energy_ha=-0.1828 gap_ev=7.3 molar_mass_g_mol=378.78 charge=+1 fmax_ev_per_a=2.54
F -3.249 3.763 -1.234 -0.3091
C -3.277 2.409 -0.989 0.4166
C -4.500 1.754 -1.119 -0.2897
C -4.453 0.380 -0.857 0.4223
F -5.651 -0.295 -0.921 -0.3103
C -3.292 -0.313 -0.515 -0.2575
C -2.047 0.358 -0.544 -0.0925
C -0.769 -0.377 -0.653 0.1143
C 0.461 0.382 -0.599 -0.3407
C 1.765 -0.101 -0.615 0.0060
C 2.992 0.618 -0.874 -0.1024
C 4.220 -0.098 -0.964 -0.2378
C 5.417 0.561 -1.207 0.4188
F 6.570 -0.178 -1.345 -0.3108
C 5.523 1.947 -1.338 -0.2843
C 4.321 2.638 -1.204 0.4123
F 4.380 4.007 -1.316 -0.3122
C 3.085 2.035 -0.982 -0.2366
C -2.093 1.772 -0.619 -0.2493
H -5.396 2.269 -1.483 0.2748
H -3.361 -1.357 -0.221 0.2393
H -0.769 -1.391 -1.177 0.2424
H 0.426 1.481 -0.685 0.2275
H 1.879 -1.164 -0.389 0.2098
H 4.190 -1.187 -0.891 0.2395
H 6.483 2.446 -1.496 0.2729
H 2.186 2.647 -0.921 0.2311
H -1.222 2.383 -0.416 0.2372
Cl -1.601 -4.172 4.642 0.0969
C -1.394 -3.152 3.253 0.0463
C -1.322 -1.756 3.358 -0.2567
C -1.149 -0.975 2.191 0.0741
N -1.070 -1.499 0.944 -0.3693
C -1.132 -2.851 0.873 0.0532
C -1.294 -3.710 1.971 -0.2574
H -1.405 -1.311 4.344 0.2616
H -1.073 0.113 2.297 0.2338
H -1.039 -3.289 -0.133 0.2225
H -1.344 -4.788 1.835 0.2635

=====

(3)
41
Properties=species:S:1:pos:R:3:nbo_charge:R:1 method="wB97M-V/def2-TZVPD" lumo_energy_ha=-0.0693 gap_ev=5.6 molar_mass_g_mol=460.25 e_above_lowest_ev=0.000 fmax_ev_per_a=0.15
Rh -0.972 -1.120 -0.602 0.9093
O 4.325 -0.720 4.856 -0.3628
N 3.120 -0.772 4.738 0.5333
O 2.344 -0.790 5.672 -0.3724
C 2.563 -0.843 3.365 0.0302
C 3.476 -0.841 2.369 -0.1182
C 3.078 -0.898 1.000 -0.1233
C 3.977 -0.886 -0.077 -0.1157
C 3.476 -0.926 -1.355 -0.2423
C 2.090 -0.974 -1.547 0.0852
N 1.227 -0.994 -0.548 -0.4475
C 1.715 -0.959 0.710 0.2442
C 0.753 -0.978 1.769 0.1241
N -0.535 -1.066 1.366 -0.3876
C -1.501 -1.070 2.275 0.0794
C -1.210 -0.997 3.634 -0.2306
C 0.093 -0.922 4.065 -0.1541
C 1.136 -0.912 3.121 -0.0156
H 4.524 -0.791 2.626 0.2602
H 5.043 -0.842 0.105 0.2290
H 4.131 -0.915 -2.214 0.2366
H 1.666 -0.997 -2.543 0.2197
H -2.509 -1.147 1.891 0.2503
H -2.021 -1.007 4.347 0.2383
H 0.309 -0.871 5.117 0.2615
C -0.878 0.913 -0.854 -0.5799
C -1.783 1.295 -1.969 -0.0233
C -1.362 1.174 -3.296 -0.1731
C -2.194 1.512 -4.345 -0.1582
C -3.479 1.983 -4.084 -0.2056
C -3.915 2.111 -2.766 -0.1479
C -3.072 1.770 -1.726 -0.1973
C -4.348 2.342 -5.170 0.2869
N -5.042 2.634 -6.039 -0.3257
H -1.197 1.372 0.085 0.1915
H 0.146 1.229 -1.063 0.1911
H -0.364 0.805 -3.503 0.1952
H -1.859 1.415 -5.369 0.2208
H -4.914 2.475 -2.567 0.2245
H -3.422 1.856 -0.705 0.2131
O -2.614 -1.649 -0.767 -0.8434

=====

(4)
84
Properties=species:S:1:pos:R:3:lowdin_charge:R:1 method="wB97M-V/def2-TZVPD" lumo_energy_ha=-0.1820 gap_ev=7.2 molar_mass_g_mol=1790.56 charge=+1 fmax_ev_per_a=3.58
C 0.390 2.838 -3.546 -0.0424
C -0.042 1.511 -4.176 -0.2012
O 0.974 0.469 -4.011 0.0082
B 0.242 -0.691 -3.879 -0.8477
O -0.007 -1.486 -4.959 0.1476
N -0.285 -0.986 -2.504 -0.0362
C 0.437 -0.903 -1.365 -0.2102
C 1.938 -0.542 -1.227 -0.1496
O 2.769 -1.321 -1.600 0.1807
C 2.426 0.804 -0.574 -0.3524
F 3.743 0.879 -0.697 0.1850
F 1.927 1.784 -1.353 0.1399
C 1.955 0.972 0.899 -0.3498
F 1.500 -0.168 1.423 0.1716
F 0.942 1.860 0.868 0.1131
C 3.016 1.544 1.881 -0.3692
F 2.358 1.805 3.013 0.1729
F 3.510 2.714 1.420 0.1020
C 4.162 0.543 2.269 -0.4126
O 3.971 -0.167 3.219 0.1823
O 5.319 0.510 1.580 0.1024
N -0.390 -1.205 -0.378 0.2302
C -1.620 -1.460 -0.892 -0.4086
N -2.657 -1.758 -0.139 0.0983
C -2.658 -1.840 1.319 -0.0885
C -2.725 -0.436 1.981 -0.3737
C -2.001 0.760 1.404 -0.0533
N -3.397 -0.260 3.038 0.1510
N -1.556 -1.326 -2.236 -0.3952
I -3.141 -1.565 -3.491 1.1649
H 0.220 2.861 -2.468 0.0677
H 1.427 3.049 -3.820 0.0851
H -0.250 3.610 -3.992 0.0937
H -0.184 1.633 -5.257 0.1167
H -0.989 1.216 -3.689 0.1148
H -0.384 -0.933 -5.659 0.1173
H 5.460 1.413 1.227 0.0401
H -3.528 -1.942 -0.618 0.1064
H -3.559 -2.347 1.672 0.0927
H -1.816 -2.419 1.706 0.0898
H -2.261 1.699 1.883 0.0440
H -0.930 0.553 1.437 0.0499
H -2.251 0.798 0.331 0.0771
H -3.866 -1.128 3.324 -0.0596
C 0.430 -5.508 3.059 -2.0342
Cl 0.817 -6.533 4.440 0.5554
Cl 1.923 -4.841 2.381 0.5011
Cl -0.397 -6.462 1.821 0.4937
Cl -0.621 -4.184 3.590 0.5329
C -2.491 5.330 1.128 -2.0355
Cl -3.718 4.646 2.202 0.5380
Cl -3.218 5.688 -0.446 0.5174
Cl -1.850 6.814 1.831 0.5147
Cl -1.179 4.159 0.918 0.5352
C 1.348 -4.972 -2.312 -1.9592
Cl 2.022 -5.219 -0.699 0.5247
Cl 0.830 -3.277 -2.493 0.7595
Cl 2.579 -5.332 -3.526 0.5690
Cl -0.047 -6.032 -2.546 0.5418
C -6.990 -2.590 4.539 -2.0331
Cl -6.957 -3.440 6.084 0.5482
Cl -7.391 -0.893 4.800 0.5453
Cl -5.387 -2.703 3.774 0.5506
Cl -8.193 -3.330 3.479 0.5335
C -1.952 -10.367 0.917 -2.0566
Cl -1.188 -9.255 -0.231 0.4847
Cl -3.182 -9.497 1.845 0.5145
Cl -2.708 -11.696 0.034 0.5344
Cl -0.726 -11.006 2.016 0.5312
C 7.799 3.766 2.897 -2.0243
Cl 9.016 2.887 1.966 0.5420
Cl 8.070 5.502 2.742 0.5454
Cl 6.182 3.370 2.271 0.5980
Cl 7.895 3.297 4.595 0.5489
C 3.223 1.620 -7.090 -2.0333
Cl 2.236 0.218 -6.647 0.5962
Cl 4.136 1.263 -8.556 0.5504
Cl 2.165 3.011 -7.373 0.5289
Cl 4.338 1.987 -5.769 0.5369
C -3.006 10.562 2.181 -2.0549
Cl -1.308 10.134 2.451 0.5013
Cl -3.578 9.802 0.689 0.5035
Cl -3.978 9.993 3.543 0.5246
Cl -3.153 12.316 2.041 0.5338